Entry 1:
Below is a molecular structure, C5H6O2 at a distorted geometry, with properties calculated with the ωB97M-V functional and the def2-TZVPD basis.

Geometry (Å):
1 O 0.70461 -1.08961 0.75760
2 H -0.77668 1.13394 1.14598
3 C -1.25114 0.37426 0.54591
4 H 1.31850 -0.97808 -1.25994
5 C 0.85227 -0.36060 -0.48363
6 C -0.73415 -1.02073 0.62158
7 H -1.41885 -1.61329 1.18435
8 C 1.64342 0.94378 -0.29753
9 H -1.19793 -0.38392 -1.59417
10 H -2.34564 0.42248 0.52367
11 O 1.76175 1.76443 -1.17703
12 C -0.66177 -0.26053 -0.66750
13 H 2.10563 1.06786 0.70072

Atoms 1-6, force components in eV/Å:
-0.5940 0.2185 0.2459
0.1976 0.3771 -0.2415
-0.1247 0.6058 0.2180
0.0848 0.0681 0.1704
0.0287 0.1744 -0.0783
0.0914 0.5605 0.4616

Summary:
- DFT total energy (eV) = -9374.081
- spin multiplicity = 1
- gap between HOMO and LUMO (eV) = 10.4
- ΔE to the lowest compared entry with this formula, charge and spin (eV) = 3.015

Here are the Löwdin charges for atoms 1 to 4, given in e: number 1, O, carries -0.0424; number 2, H, carries 0.1128; number 3, C, carries -0.0675; number 4, H, carries 0.1610


Entry 2:
Below is 2 unconnected molecules or ions with the total composition C5H6O2, with properties calculated with the ωB97M-V functional and the def2-TZVPD basis.

Geometry (Å):
1 H -2.60195 -1.33008 0.56767
2 O 2.48878 -0.92536 0.96777
3 H -1.22850 -2.24629 -0.05917
4 C -0.73102 -0.27280 0.65570
5 C 0.15219 1.93959 -0.42371
6 C -1.67285 -1.24506 -0.00778
7 H -0.39628 -0.51425 1.66551
8 H -0.37669 2.88289 -0.30855
9 C 2.63928 -0.40855 -0.06540
10 C -0.29535 0.83347 0.11482
11 O 2.80946 0.10537 -1.09937
12 H 1.07151 1.94340 -1.00573
13 H -1.92285 -0.92501 -1.02304

Atoms 1-6, force components in eV/Å:
0.1335 0.0044 -0.0853
0.1649 0.3269 -0.7086
-0.0531 0.1684 0.0221
0.0392 0.0830 -0.0128
-0.0535 -0.2007 0.0719
-0.0479 -0.0110 -0.0682

Summary:
- DFT total energy (eV) = -9376.303
- spin multiplicity = 1
- gap between HOMO and LUMO (eV) = 10.2
- structure (SMILES) = C=C=CC.O=C=O
- ΔE to the lowest compared entry with this formula, charge and spin (eV) = 0.793

Here are the Löwdin charges for atoms 1 to 4, given in e: number 1, H, carries 0.0715; number 2, O, carries 0.1960; number 3, H, carries 0.0714; number 4, C, carries -0.1775


Entry 3:
Below is a single C5H6O2 molecule at a distorted geometry, with properties calculated with the ωB97M-V functional and the def2-TZVPD basis.

Geometry (Å):
1 C 0.67938 1.03404 0.22164
2 C -1.22954 -0.59486 0.57429
3 C -0.73697 0.71048 0.02186
4 H -0.59401 -0.96493 1.37770
5 H 2.41646 -0.04989 -0.57640
6 H -1.11474 -0.23761 -1.66837
7 O 0.66469 -1.06731 -0.89124
8 H -1.45845 1.47642 -0.25366
9 C 1.47763 -0.25289 -0.06000
10 H -2.29311 -0.71640 0.71996
11 O 1.15756 2.11920 0.45930
12 C -0.64639 -0.60898 -0.77641
13 H 1.69026 -0.73984 0.90350

Atoms 1-6, force components in eV/Å:
0.3100 0.4702 0.3091
-0.2062 -0.1797 0.2319
0.2894 0.3942 0.3904
-0.3075 -0.3945 -0.3038
-0.0731 0.0709 0.1246
-0.6606 -1.6763 -0.7270

Summary:
- DFT total energy (eV) = -9375.058
- spin multiplicity = 1
- gap between HOMO and LUMO (eV) = 10.3
- structure (SMILES) = O=C1CO[C@H]2C[C@@H]12
- ΔE to the lowest compared entry with this formula, charge and spin (eV) = 2.038

Here are the Löwdin charges for atoms 1 to 4, given in e: number 1, C, carries -0.3532; number 2, C, carries -0.0227; number 3, C, carries -0.1337; number 4, H, carries 0.1249


Entry 4:
Below is 2 unconnected molecules or ions with the total composition C5H6O2 at a distorted geometry, with properties calculated with the ωB97M-V functional and the def2-TZVPD basis.

Geometry (Å):
1 H 2.02399 0.76490 -0.72699
2 C 1.22062 0.30694 -0.14170
3 H -1.32412 -0.25858 0.87739
4 C 0.21498 3.16593 1.14313
5 H -1.35683 1.41390 0.93937
6 C -0.17781 0.66907 -0.61731
7 H 1.24390 0.61968 0.83880
8 C -1.35399 0.55510 0.29661
9 H -2.26121 0.37050 -0.36827
10 O -0.33366 1.70499 -2.82312
11 O 0.02952 3.65003 0.16748
12 H 1.32599 -0.74631 -0.20422
13 C -0.30441 1.25959 -1.74598

Atoms 1-6, force components in eV/Å:
-0.2152 0.0426 0.1466
-0.7239 0.2618 -2.1901
0.4899 -3.2507 2.2401
0.5206 -0.9038 2.3068
-0.8171 0.4695 0.3079
0.6125 -0.5872 1.0189

Summary:
- DFT total energy (eV) = -9375.300
- spin multiplicity = 1
- gap between HOMO and LUMO (eV) = 9.4
- ΔE to the lowest compared entry with this formula, charge and spin (eV) = 1.795

Here are the Löwdin charges for atoms 1 to 4, given in e: number 1, H, carries 0.0969; number 2, C, carries -0.0349; number 3, H, carries 0.0330; number 4, C, carries 0.0059


Entry 5:
Below is a single C5H6O2 molecule at a distorted geometry, with properties calculated with the ωB97M-V functional and the def2-TZVPD basis.

Geometry (Å):
1 H -1.17061 -1.03401 -1.56796
2 O 1.05681 1.54987 1.34849
3 C 1.65841 -0.11984 -0.26869
4 C -1.49852 -0.30963 0.90966
5 O 0.84815 -0.91027 -1.13746
6 C -0.70039 0.50970 -0.06301
7 H -1.17954 -0.40703 1.96348
8 C 0.70615 0.78822 0.50694
9 H 2.32875 0.50450 -0.86674
10 H -2.54568 -0.52597 0.70594
11 H 2.23522 -0.76889 0.40057
12 C -0.45995 -0.66888 -0.83893
13 H -1.08141 1.24288 -0.86431

Atoms 1-6, force components in eV/Å:
0.1222 -0.1797 0.2071
-0.1352 0.4069 0.5459
0.0666 -0.0556 0.0076
0.7131 -0.9024 -1.1922
-0.1637 -0.5288 0.6985
-0.2079 1.8648 -1.4422

Summary:
- DFT total energy (eV) = -9373.187
- spin multiplicity = 1
- gap between HOMO and LUMO (alpha / beta) (eV) = 8.5 / 8.5
- ΔE to the lowest compared entry with this formula, charge and spin (eV) = 3.909

Here are the Löwdin charges for atoms 1 to 4, given in e: number 1, H, carries 0.1362; number 2, O, carries 0.1373; number 3, C, carries -0.0699; number 4, C, carries 0.0640


Entry 6:
Below is a molecular structure, C5H6O2, with properties calculated with the ωB97M-V functional and the def2-TZVPD basis.

Geometry (Å):
1 H 0.53042 -0.66126 -1.84438
2 C -0.01142 -0.26252 -0.97854
3 H -0.93315 0.63159 1.42498
4 H 1.41402 -1.28414 0.55577
5 C 0.73258 -0.47231 0.33555
6 H 1.83397 1.62612 0.38421
7 H 0.62064 0.35790 2.36103
8 C -1.45143 -0.72587 -1.01021
9 O -1.74734 -1.89037 -1.12803
10 H -2.21376 0.07262 -0.89109
11 O 0.14505 1.16672 -0.88770
12 C 0.94520 1.01153 0.28713
13 C 0.13521 0.42999 1.39128

Atoms 1-6, force components in eV/Å:
-0.0918 0.0278 0.1105
-0.0747 -0.2245 -0.0858
0.1629 -0.0475 -0.0136
-0.1153 0.1419 -0.0488
0.1117 -0.2421 0.0184
-0.1625 -0.0970 0.0083

Summary:
- DFT total energy (eV) = -9374.436
- spin multiplicity = 1
- gap between HOMO and LUMO (eV) = 10.7
- ΔE to the lowest compared entry with this formula, charge and spin (eV) = 2.660

Here are the Löwdin charges for atoms 1 to 4, given in e: number 1, H, carries 0.1641; number 2, C, carries -0.2465; number 3, H, carries 0.1136; number 4, H, carries 0.1389


Entry 7:
Below is a single C5H6O2 molecule at a distorted geometry, with properties calculated with the ωB97M-V functional and the def2-TZVPD basis.

Geometry (Å):
1 C 2.08978 -0.10108 -0.18634
2 O -1.51433 -1.28448 -0.37945
3 H -1.18721 1.73288 0.90158
4 H -2.66603 0.81638 0.48569
5 H 4.30521 0.40298 -0.22102
6 C -1.62149 0.99076 0.23728
7 O 0.87436 -1.06588 -0.84530
8 C 0.60985 -0.20757 0.04065
9 C -0.89918 -0.31863 0.42156
10 H -0.81807 -1.76230 -0.86366
11 C 3.28333 0.10843 -0.25982
12 H -0.88652 -0.65225 1.46864
13 H -1.56970 1.34076 -0.79980

Atoms 1-6, force components in eV/Å:
-0.0315 3.3103 3.0998
0.3488 0.1906 0.2500
-0.1328 0.2447 0.0405
-0.0342 0.1906 0.0518
-0.0613 -0.1518 -0.1149
-0.0418 0.1887 0.1606

Summary:
- DFT total energy (eV) = -9371.147
- spin multiplicity = 1
- gap between HOMO and LUMO (eV) = 8.1
- ΔE to the lowest compared entry with this formula, charge and spin (eV) = 5.949

Here are the Löwdin charges for atoms 1 to 4, given in e: number 1, C, carries -0.1922; number 2, O, carries -0.0095; number 3, H, carries 0.0869; number 4, H, carries 0.0874


Entry 8:
Below is a single C5H6O2 molecule at a distorted geometry, with properties calculated with the ωB97M-V functional and the def2-TZVPD basis.

Geometry (Å):
1 H 0.74483 -0.29320 1.86596
2 O -1.03562 -0.99135 1.52855
3 C 0.83935 -1.16688 -0.16199
4 C 0.41636 0.98267 -0.97712
5 H 1.35722 -0.61284 -2.18659
6 H 1.26461 -2.17211 -0.04014
7 O -0.95376 0.97171 -0.76004
8 H 0.78794 1.83364 -1.56681
9 C 0.98581 -0.36227 -1.24603
10 H -1.68909 -1.12939 0.84696
11 C 0.11598 -0.34059 0.99522
12 C -0.10982 0.99893 0.37208
13 H -0.03663 1.85973 1.03962

Atoms 1-6, force components in eV/Å:
0.5631 0.3433 0.2517
0.3836 0.2258 0.1504
0.1363 1.7520 -0.2752
1.3921 0.3368 -1.3049
0.8057 -0.5234 -1.2810
-0.6569 0.3897 -0.0667

Summary:
- DFT total energy (eV) = -9374.823
- spin multiplicity = 1
- gap between HOMO and LUMO (eV) = 10.7
- structure (SMILES) = O[C@H]1C=C[C@H]2O[C@@H]12
- ΔE to the lowest compared entry with this formula, charge and spin (eV) = 2.273

Here are the Löwdin charges for atoms 1 to 4, given in e: number 1, H, carries 0.1400; number 2, O, carries -0.0172; number 3, C, carries 0.0350; number 4, C, carries -0.2735


Entry 9:
Below is a single C5H6O2 molecule at a distorted geometry, with properties calculated with the ωB97M-V functional and the def2-TZVPD basis.

Geometry (Å):
1 C -0.42804 0.21333 0.90924
2 H -0.81983 -0.36127 -2.21025
3 C -0.42948 -0.84285 -0.29538
4 H -0.33970 2.35365 -1.50966
5 C -0.69992 0.16626 -1.35104
6 C -0.35414 1.39236 -0.97711
7 O 2.01926 -0.65509 0.68034
8 H 0.52532 -1.85713 1.28236
9 H -0.95318 0.13290 1.87222
10 H 2.21713 0.36634 0.83825
11 C 0.63912 -0.74170 0.79677
12 H -1.10666 -1.82401 -0.36181
13 O -0.26989 1.65722 0.32607

Atoms 1-6, force components in eV/Å:
-0.3437 1.0047 2.0256
-0.5178 -0.0256 -3.2147
-2.5157 0.2071 1.2554
0.0903 -0.7923 -0.3417
2.3255 -0.5291 1.5882
-1.2604 1.8214 -2.0832

Summary:
- DFT total energy (eV) = -9372.581
- spin multiplicity = 1
- gap between HOMO and LUMO (eV) = 9.1
- structure (SMILES) = O[C@@H]1[C@@H]2C=CO[C@H]12
- ΔE to the lowest compared entry with this formula, charge and spin (eV) = 4.514

Here are the Löwdin charges for atoms 1 to 4, given in e: number 1, C, carries -0.0993; number 2, H, carries 0.0696; number 3, C, carries -0.1252; number 4, H, carries 0.1323


Entry 10:
Below is 2 unconnected molecules or ions with the total composition C5H6O2 at a distorted geometry, with properties calculated with the ωB97M-V functional and the def2-TZVPD basis.

Geometry (Å):
1 O -3.09188 -2.07206 -0.68215
2 C -3.61793 -1.05177 -0.64183
3 C -1.03081 0.23687 -0.22223
4 H 1.10118 0.20273 -2.01421
5 H 1.37968 -1.27032 -0.85001
6 O -2.21446 0.36650 -0.23793
7 H 1.61019 1.33189 1.07993
8 C 0.80020 0.76560 1.35621
9 C 0.20080 0.26533 -0.07674
10 C 1.29090 -0.13305 -0.98285
11 H 2.19452 0.21349 -0.54033
12 H 1.17891 -0.15621 1.73030
13 H 0.19868 1.30100 2.08184

Atoms 1-6, force components in eV/Å:
-0.5644 1.4577 0.0921
-0.9935 -2.9337 -0.5126
-5.4511 0.9378 0.0966
0.5054 -0.4244 0.3626
0.0040 1.3718 -0.9613
2.6239 0.9362 0.1156

Summary:
- DFT total energy (eV) = -9374.316
- spin multiplicity = 1
- gap between HOMO and LUMO (eV) = 9.5
- ΔE to the lowest compared entry with this formula, charge and spin (eV) = 2.780

Here are the Löwdin charges for atoms 1 to 4, given in e: number 1, O, carries 0.0241; number 2, C, carries -0.0221; number 3, C, carries -0.1493; number 4, H, carries 0.0956


Entry 11:
Below is a molecular structure, C5H6O2 at a distorted geometry, with properties calculated with the ωB97M-V functional and the def2-TZVPD basis.

Geometry (Å):
1 C -0.94550 -1.84082 0.61026
2 H -1.51758 -1.41140 1.45018
3 O -0.51337 0.29847 1.26050
4 C 1.75535 0.53043 -0.55980
5 O 2.15398 1.61107 -0.20484
6 C -0.59660 1.16323 0.12078
7 H -1.04204 -2.77810 0.06841
8 C -0.23595 -0.75606 0.37188
9 H 0.02071 -0.06270 -1.71270
10 C 0.28433 0.18599 -0.68186
11 H -0.19389 2.14190 0.35641
12 H 2.45971 -0.28416 -0.82466
13 H -1.62916 1.20216 -0.25457

Atoms 1-6, force components in eV/Å:
0.0189 0.4232 0.1248
-0.4333 -2.0324 0.0520
0.2726 0.2216 -0.1207
0.1619 0.3269 0.0721
-0.0799 -0.5365 -0.1856
0.0743 0.6230 -0.2223

Summary:
- DFT total energy (eV) = -9374.126
- spin multiplicity = 1
- gap between HOMO and LUMO (eV) = 10.0
- ΔE to the lowest compared entry with this formula, charge and spin (eV) = 2.969

Here are the Löwdin charges for atoms 1 to 4, given in e: number 1, C, carries 0.0911; number 2, H, carries 0.0953; number 3, O, carries -0.0608; number 4, C, carries -0.2060


Entry 12:
Below is a single C5H6O2S molecule at a distorted geometry, with properties calculated with the ωB97M-V functional and the def2-TZVPD basis.

Geometry (Å):
1 S -2.89035 -1.03977 -0.05719
2 H -0.90002 -1.79341 -0.99100
3 C -0.18890 2.29140 -0.06958
4 H -0.86643 0.23734 1.32276
5 H 2.32321 -2.05762 0.85341
6 C 1.62775 -1.49265 0.22782
7 H 0.31264 3.07797 -0.62247
8 C 0.05574 1.00403 -0.40541
9 H -0.74927 2.56799 0.81575
10 C -1.31999 -1.04826 -0.31187
11 C -0.32960 -0.16621 0.45738
12 O 0.70925 -0.92197 1.02798
13 O 1.54707 -1.49802 -0.96139
14 H 0.66890 0.83918 -1.28620

Atoms 1-6, force components in eV/Å:
-0.5455 0.2142 0.0196
0.1433 0.3661 -0.0337
0.6348 -1.5390 -0.0656
0.0477 -0.1361 -0.1731
0.3480 0.1629 -0.0890
-1.2120 -0.4023 0.2389

Summary:
- DFT total energy (eV) = -20210.642
- spin multiplicity = 1
- gap between HOMO and LUMO (eV) = 8.4
- structure (SMILES) = C=C[C@@H](C=S)OC=O
- ΔE to the lowest compared entry with this formula, charge and spin (eV) = 1.565

Here are the Löwdin charges for atoms 1 to 4, given in e: number 1, S, carries 0.7405; number 2, H, carries 0.0605; number 3, C, carries 0.0488; number 4, H, carries 0.1325


Number 1: molecular weight 98.10 g/mol. Number 2: molecular weight 98.10 g/mol. Number 3: molecular weight 98.10 g/mol. Number 4: molecular weight 98.10 g/mol. Number 5: molecular weight 98.10 g/mol. Number 6: molecular weight 98.10 g/mol. Number 7: molecular weight 98.10 g/mol. Number 8: molecular weight 98.10 g/mol. Number 9: molecular weight 98.10 g/mol. Number 10: molecular weight 98.10 g/mol. Number 11: molecular weight 98.10 g/mol. Number 12: molecular weight 130.17 g/mol.